[1]
{
  "formula": "C4H10NO3",
  "method": "ωB97M-V with the def2-TZVPD basis set",
  "de_lowest_kcal_mol": 49.3,
  "total_charge": 1,
  "max_force_ev_per_a": 3.06,
  "e_tot_ev": -11934.473,
  "homo_ha": -0.531,
  "species": ["O", "O", "O", "N", "C", "C", "C", "C", "H", "H", "H", "H", "H", "H", "H", "H", "H", "H"],
  "coordinates": [[-3.64711, 0.24881, 1.10671], [-0.86509, -1.38080, 1.73078], [1.98560, -0.14986, -2.52445], [-0.57080, 0.19879, -0.78806], [-0.04578, -0.59249, 1.40756], [1.82774, 0.29118, -0.26165], [0.54627, -0.53902, -0.03438], [2.60288, 0.09405, -1.51136], [-3.33922, 0.15923, 2.01241], [-0.39331, 1.20983, -0.67404], [2.44496, 0.12565, 0.63363], [-4.61677, 0.25349, 1.14191], [-1.56068, 0.01155, -0.35071], [0.15795, 0.36203, 1.95270], [3.68757, -0.13146, -1.53242], [1.78627, 1.40119, -0.08106], [0.51730, -1.57022, -0.43167], [-0.51778, 0.00802, -1.79593]],
  "forces_ev_per_angstrom": [[0.11, 0.05, -0.31], [-0.10, -0.71, 0.17], [-0.15, 0.57, -0.04], [-1.65, 0.25, 1.08], [0.52, 2.05, -0.73], [0.90, 0.79, 2.82], [-0.69, 0.21, -0.87], [-0.44, -2.37, -1.31], [-0.22, -0.08, 0.15], [-0.28, -0.38, -0.14], [0.33, -0.61, -0.30], [0.43, -0.01, 0.03], [1.75, 0.15, -1.23], [0.17, -0.55, 0.47], [-0.08, 0.87, 0.47], [-0.96, -0.63, -0.44], [0.54, 0.54, 0.04], [-0.16, -0.14, 0.14]]
}

***

[2]
{
  "formula": "C4H10NO3",
  "method": "ωB97M-V with the def2-TZVPD basis set",
  "de_lowest_kcal_mol": 8.3,
  "total_charge": 1,
  "smiles": "[NH3+][C@H](CO)CC(=O)O",
  "max_force_ev_per_a": 1.50,
  "e_tot_ev": -11936.251,
  "homo_ha": -0.542,
  "species": ["O", "O", "O", "N", "C", "C", "C", "C", "H", "H", "H", "H", "H", "H", "H", "H", "H", "H"],
  "coordinates": [[-0.35165, 2.15354, -0.22218], [0.50503, -2.41437, 1.09668], [1.44008, 1.85654, -1.53482], [-1.48925, -0.02148, 0.97912], [-0.56350, -0.61454, -0.12653], [0.71236, 1.43643, -0.69193], [0.78706, 0.07630, -0.02942], [-0.49208, -2.13468, 0.11653], [-0.25380, -2.65580, -0.81136], [-1.41401, -2.52692, 0.54762], [-2.28077, 0.42906, 0.53273], [-1.75187, -0.72383, 1.67288], [1.52511, -0.45745, -0.60152], [-0.34397, 3.02367, -0.65870], [-1.12643, -0.43235, -1.03221], [1.14055, 0.10831, 0.99902], [-0.97597, 0.69389, 1.48814], [1.33332, -2.73356, 0.70440]],
  "forces_ev_per_angstrom": [[-0.01, -0.04, 0.08], [0.00, 0.04, -0.03], [0.05, -0.22, 0.11], [0.90, -0.10, -0.13], [-0.68, -0.81, 1.07], [0.04, 0.56, 0.13], [-0.38, 0.30, -0.85], [1.32, -0.09, 0.45], [-0.29, 0.11, -0.10], [-0.24, 0.05, -0.39], [-0.35, 0.00, 0.28], [-0.31, -0.05, -0.23], [0.27, -0.42, -0.17], [0.01, -0.11, 0.03], [0.24, 0.18, -0.38], [-0.04, 0.13, 0.07], [-0.06, 0.36, -0.01], [-0.46, 0.10, 0.05]]
}

***

[3]
{
  "formula": "C4H10NO3P2",
  "method": "ωB97M-V with the def2-TZVPD basis set",
  "de_lowest_kcal_mol": 0.0,
  "total_charge": -1,
  "smiles": "CC(=O)NCC[P@]([O-])(O)=P",
  "max_force_ev_per_a": 4.58,
  "e_tot_ev": -30522.581,
  "homo_ha": -0.130,
  "species": ["P", "P", "O", "O", "O", "N", "C", "C", "C", "C", "H", "H", "H", "H", "H", "H", "H", "H", "H", "H"],
  "coordinates": [[-0.59076, -4.07582, -1.00456], [-0.30699, -1.98039, -0.74641], [0.28695, 2.64449, 1.78915], [-1.50233, -1.34210, -1.74616], [0.97400, -1.34640, -1.14021], [0.06251, 1.04156, 0.04001], [-1.19000, -0.93660, 0.86063], [-1.20528, 0.57307, 0.50173], [2.11961, 2.45986, 0.20042], [0.71626, 2.03265, 0.77074], [-2.19421, -1.33063, 1.00849], [-0.59489, -1.20194, 1.77758], [0.74649, -4.50499, -0.82833], [-1.80725, -2.00836, -2.36993], [2.99788, 2.05196, 0.64197], [2.20799, 3.56902, 0.31782], [1.98391, 2.30898, -0.76959], [-1.47968, 1.10654, 1.42067], [0.65506, 0.17824, -0.38099], [-1.87926, 0.76088, -0.34303]],
  "forces_ev_per_angstrom": [[-0.45, 0.15, 0.31], [-2.97, 0.59, 0.44], [0.21, -1.55, -2.38], [0.15, -0.34, 0.47], [1.16, 0.69, 0.60], [3.03, -0.32, 0.76], [1.98, -1.23, -1.25], [-0.71, -0.94, 0.54], [-1.94, 2.03, 3.45], [0.57, 0.49, 1.62], [0.00, -0.07, -0.27], [-0.39, 0.58, -0.80], [0.15, 0.38, 0.08], [0.20, -0.17, -0.09], [0.37, -0.85, 0.28], [-0.25, -0.82, 0.18], [0.42, -1.01, -4.45], [-0.17, 0.26, -0.46], [-0.89, 2.34, 0.39], [-0.46, -0.22, 0.58]]
}

***

[4]
{
  "formula": "C4H10NO4",
  "method": "ωB97M-V with the def2-TZVPD basis set",
  "de_lowest_kcal_mol": 45.9,
  "total_charge": -1,
  "max_force_ev_per_a": 1.75,
  "e_tot_ev": -13990.537,
  "homo_ha": -0.147,
  "species": ["O", "O", "O", "O", "N", "C", "C", "C", "C", "H", "H", "H", "H", "H", "H", "H", "H", "H", "H"],
  "coordinates": [[0.98360, -1.08778, -0.39075], [3.23431, 0.10815, 1.02656], [-2.09651, 0.28819, -3.25743], [0.29862, 0.83355, 3.05070], [-0.87818, 0.01026, -1.12277], [-0.91726, -0.03280, -2.93889], [-0.54509, 0.80500, 1.88299], [-0.15743, -0.62644, -0.21220], [-0.72926, -0.56253, 1.21433], [-0.18047, 1.53763, 1.15566], [-1.45711, 1.20545, 2.34327], [1.22435, 0.97043, 2.80851], [-0.61786, -1.08714, -3.13638], [2.72402, -0.06830, 1.83406], [2.57558, -0.14042, 0.34260], [-1.82146, -0.69908, 1.21434], [-0.23827, -1.33663, 1.81540], [-1.67437, 0.56082, -0.84040], [-0.05635, 0.64952, -3.07375]],
  "forces_ev_per_angstrom": [[0.10, -0.54, -0.06], [-0.67, 0.05, 0.25], [0.15, 0.36, -0.27], [0.63, -0.26, -0.03], [0.74, -0.56, -0.71], [-0.34, -0.25, 0.56], [0.42, 0.76, 0.68], [-0.45, 1.66, 0.28], [-0.36, -0.07, 0.34], [-0.09, -0.03, 0.00], [-0.20, -0.30, -0.66], [-0.35, -0.03, -0.17], [0.21, 0.14, 0.38], [0.42, -0.12, -0.35], [0.15, -0.17, 0.07], [0.35, -0.50, -0.20], [-0.24, 0.14, 0.01], [-0.35, -0.42, 0.12], [-0.14, 0.10, -0.23]]
}